# CHF2OS2

A cluster of 2 separate species, CHF2OS2 in total at a distorted geometry (ωB97M-V/def2-TZVPD, OMol25).

Output
HOMO-LUMO gap (alpha / beta) in eV: 6.2 / 6.2
ΔE to the lowest compared entry with this formula, charge and spin in kJ/mol: 433.36

Structure (ORCA input):
```
! wB97M-V def2-TZVPD RIJCOSX def2/J DEFGRID3
* xyz -1 1
C 0.3880 -0.6400 -0.0793
O 0.3891 1.2710 -1.9273
F 0.4465 -1.1015 1.1927
F -0.1872 -1.6361 -0.8105
S 2.8489 -1.9263 -1.4334
S 2.0511 -0.2948 -0.7387
H -0.2040 0.1622 -0.2300
*
```

# C2H15BeFO6

A structure of composition C2H15BeFO6 at a distorted geometry (ωB97M-V/def2-TZVPD, OMol25).

Output
HOMO-LUMO gap in eV: 8.2
ΔE to the lowest compared entry with this formula, charge and spin in kJ/mol: 0.00

Structure (ORCA input):
```
! wB97M-V def2-TZVPD RIJCOSX def2/J DEFGRID3
* xyz 0 1
Be -4.3570 25.6550 -6.3310
C -3.7000 28.4750 -7.7210
C -4.5250 27.3760 -8.3580
O -4.0070 26.2560 -7.7250
H -3.8560 29.4100 -8.1560
H -2.6480 28.2610 -7.5990
H -4.0510 28.5380 -6.7450
H -4.5170 27.3900 -9.4420
H -5.5710 27.5900 -8.2810
F -5.4020 26.3770 -5.5000
O -6.0220 27.6250 -3.3740
H -6.8330 27.9940 -3.6490
H -5.7240 27.2810 -4.2010
O -7.5640 25.1640 -4.6370
H -8.3210 25.6460 -4.9680
H -6.7580 25.5750 -4.9560
O -7.3120 28.0410 -6.1150
H -6.5090 27.4820 -5.9910
H -7.0570 28.5830 -6.8540
O -2.8890 25.6110 -5.4950
H -2.0680 25.0770 -5.5710
H -2.8780 25.9360 -4.5840
O -4.9330 24.0920 -6.6400
H -5.0350 23.8540 -7.5490
H -4.4190 23.3930 -6.1590
*
```

# C6H10O

The molecule C6H10O (ωB97M-V/def2-TZVPD, OMol25).

Output
HOMO-LUMO gap in eV: 10.4
ΔE to the lowest compared entry with this formula, charge and spin in kJ/mol: 74.10
SMILES: C1=CCOCCC1

Structure (ORCA input):
```
! wB97M-V def2-TZVPD RIJCOSX def2/J DEFGRID3
* xyz 0 1
C -1.2634 -0.3754 0.3512
C -0.4918 -1.4428 -0.4260
O 0.8824 -1.5939 -0.1065
C 1.5374 -0.5446 0.5741
C 1.4557 0.8258 -0.0675
C 0.3452 1.4884 -0.3880
C -1.0794 1.0352 -0.2171
H -0.9960 -0.4037 1.4140
H -2.3292 -0.6293 0.3002
H -0.9393 -2.4305 -0.2537
H -0.5877 -1.2215 -1.5025
H 1.1937 -0.4860 1.6199
H 2.5850 -0.8586 0.6060
H 2.4096 1.3109 -0.2710
H 0.4569 2.4715 -0.8459
H -1.5710 1.0899 -1.2006
H -1.6084 1.7646 0.4134
*
```

# C3H10OS

A cluster of 2 separate species, C3H10OS in total at a distorted geometry (ωB97M-V/def2-TZVPD, OMol25).

Output
HOMO-LUMO gap in eV: 9.5
ΔE to the lowest compared entry with this formula, charge and spin in kJ/mol: 73.90
SMILES: CCSC.O

Structure (ORCA input):
```
! wB97M-V def2-TZVPD RIJCOSX def2/J DEFGRID3
* xyz 0 1
C -0.3530 -0.8991 -1.7585
C 0.2157 -0.0142 -0.6417
S -1.1630 0.7974 0.2751
C -0.3967 2.3510 0.6814
H -0.3970 -1.9705 -1.5088
H 0.4723 -0.9716 -2.4810
H -1.3958 -0.6367 -1.9204
H 0.9311 0.7367 -0.9678
H 0.8337 -0.5516 0.0802
H -0.5712 3.0469 -0.1336
H -0.9333 2.6746 1.5748
H 0.6377 2.3903 1.0387
H 1.0893 -1.6874 1.6233
H 0.0897 -2.6635 2.2793
O 0.9406 -2.6023 1.8592
*
```

# C32H61FIN4O53P2S12

A cluster of 13 separate species, C32H61FIN4O53P2S12 in total at a distorted geometry (ωB97M-V/def2-TZVPD, OMol25).

Output
HOMO-LUMO gap in eV: 6.9

Structure (ORCA input):
```
! wB97M-V def2-TZVPD RIJCOSX def2/J DEFGRID3
* xyz 1 1
O 0.9983 3.6846 4.9647
P 2.5366 3.6534 4.7578
O 3.1798 5.2808 4.7426
O 3.1989 2.9463 6.2162
N 3.1127 2.6601 3.4219
O 3.9495 1.6641 3.7829
C 2.0597 2.2515 2.4565
N 2.1918 2.7729 1.1885
P 3.5002 3.8903 0.6951
O 4.3833 3.0833 -0.5511
I 2.4402 5.8371 -0.4489
N 0.9358 1.3192 2.6616
C 1.0153 0.5081 3.9140
C 1.8278 -0.8881 3.5481
F 1.1991 -1.9763 4.3023
C -0.4138 1.9065 2.3970
C -0.7267 3.5072 2.2993
C -2.2667 3.7849 1.9588
C -3.3993 2.6843 1.7754
N -3.0660 1.2691 1.8725
C -1.6684 0.9592 2.1414
H 3.5641 5.4827 3.8485
H 2.5790 2.2071 6.5057
H 4.8871 1.9954 3.6937
H 1.4842 2.5119 0.4502
H 4.7175 2.1928 -0.2464
H 1.5990 0.9801 4.7922
H -0.0454 0.2128 4.2727
H 1.6787 -1.1271 2.4214
H 2.9703 -0.7867 3.8040
H 0.1008 4.2979 2.4420
H -2.5945 4.9041 1.8369
H -4.5111 2.9681 1.5236
H -1.4204 -0.1928 2.1784
C -4.4774 -1.3375 0.5697
C -5.8493 -1.3398 -0.0933
O -5.5845 -1.3536 -1.4956
S -4.2075 -2.1774 -1.7651
O -4.5530 -3.5229 -2.1343
O -3.3321 -1.3516 -2.5497
O -3.6665 -2.1949 -0.2316
H -4.0325 -0.3368 0.5546
H -4.5160 -1.7014 1.5987
H -6.4445 -0.4663 0.1783
H -6.4054 -2.2496 0.1541
C -2.3987 9.1985 -0.2210
C -1.7840 7.9264 -0.7901
O -2.4066 6.8600 -0.0759
S -3.9271 7.2958 0.3059
O -4.8148 6.7380 -0.6787
O -4.1109 7.1107 1.7192
O -3.7731 8.8869 0.0066
H -1.9451 9.4600 0.7399
H -2.3078 10.0435 -0.9067
H -0.7002 7.8948 -0.6627
H -2.0289 7.8107 -1.8506
C -1.3951 -5.2878 1.1323
C -1.0559 -6.0016 2.4346
O -0.9807 -4.9677 3.4163
S -2.0308 -3.7889 3.0269
O -3.2355 -3.9914 3.7869
O -1.3213 -2.5370 3.0024
O -2.3140 -4.2543 1.4943
H -0.5093 -4.8171 0.6962
H -1.8462 -5.9602 0.3994
H -0.1144 -6.5469 2.3772
H -1.8562 -6.6886 2.7280
C -1.5324 1.1404 -2.3722
C -2.0646 2.4883 -2.8413
O -1.0800 3.4369 -2.4334
S 0.3832 2.7324 -2.4805
O 1.0136 3.0850 -3.7223
O 1.0144 2.9168 -1.2011
O -0.1220 1.1934 -2.5858
H -1.7092 0.9973 -1.3017
H -1.9707 0.3086 -2.9262
H -3.0353 2.7277 -2.4040
H -2.1387 2.5254 -3.9326
C 4.0327 -6.7854 -0.4201
C 4.5568 -5.9144 0.7141
O 3.3986 -5.3160 1.2965
S 2.1487 -6.3633 1.1672
O 2.0282 -7.0727 2.4142
O 1.0481 -5.6939 0.5488
O 2.8231 -7.3610 0.0751
H 3.7917 -6.1842 -1.3023
H 4.7400 -7.5695 -0.6981
H 5.2491 -5.1456 0.3663
H 5.0455 -6.5245 1.4803
C 3.1451 -0.8936 -1.3160
C 3.0077 -1.8528 -2.4924
O 3.0662 -3.1588 -1.9177
S 2.4123 -3.1117 -0.4287
O 1.0515 -3.5447 -0.5278
O 3.3671 -3.6726 0.5046
O 2.4084 -1.4916 -0.2496
H 4.1894 -0.8036 -1.0003
H 2.7484 0.0982 -1.5441
H 3.7997 -1.7215 -3.2312
H 2.0343 -1.7417 -2.9797
C 1.3349 -4.2184 7.5701
C 2.3463 -3.1158 7.2830
O 2.2816 -2.2478 8.4133
S 1.9277 -3.1271 9.7364
O 3.1563 -3.4189 10.4241
O 0.7911 -2.5345 10.3846
O 1.4425 -4.4771 8.9697
H 0.3146 -3.8812 7.3634
H 1.5398 -5.1255 6.9977
H 2.1186 -2.5711 6.3652
H 3.3626 -3.5185 7.2242
C -3.6243 -10.1387 0.7515
C -2.6447 -10.9816 1.5584
O -1.4483 -11.0070 0.7815
S -1.3141 -9.6035 -0.0303
O -0.4412 -8.7353 0.7136
O -1.1201 -9.9003 -1.4219
O -2.8424 -9.0887 0.1825
H -4.0630 -10.7182 -0.0664
H -4.4224 -9.7262 1.3723
H -3.0123 -11.9942 1.7329
H -2.4142 -10.5082 2.5180
C 0.4588 -3.0743 -6.8462
C 0.0498 -1.6704 -7.2729
O 1.0927 -0.8189 -6.7986
S 2.4992 -1.6355 -6.8336
O 3.1921 -1.2865 -8.0439
O 3.1065 -1.5503 -5.5329
O 1.8753 -3.1257 -7.0178
H 0.2376 -3.2453 -5.7882
H -0.0265 -3.8460 -7.4473
H -0.9121 -1.3717 -6.8537
H 0.0133 -1.5846 -8.3625
C 9.1762 2.2202 3.0657
C 9.6854 3.0910 4.2070
O 8.5154 3.6754 4.7790
S 7.2779 2.6318 4.6340
O 7.1445 1.9164 5.8723
O 6.1777 3.3159 4.0025
O 7.9633 1.6383 3.5448
H 8.9395 2.8238 2.1843
H 9.8902 1.4412 2.7905
H 10.3748 3.8645 3.8646
H 10.1722 2.4860 4.9783
C -2.3240 0.9412 -11.5248
C -0.8658 0.5142 -11.6361
O -0.6631 -0.3996 -10.5592
S -2.0487 -1.2059 -10.2809
O -1.9745 -2.4725 -10.9567
O -2.3754 -1.0805 -8.8848
O -3.0346 -0.2331 -11.1327
H -2.4556 1.6958 -10.7434
H -2.7146 1.3255 -12.4693
H -0.1780 1.3581 -11.5603
H -0.6820 -0.0215 -12.5727
C -7.4811 9.8510 -1.2604
C -8.2368 11.1714 -1.1829
O -7.2584 12.1752 -1.4464
S -6.1499 11.5773 -2.4766
O -6.4934 12.0061 -3.8052
O -4.8460 11.7725 -1.9043
O -6.5505 10.0075 -2.3310
H -6.9157 9.6656 -0.3421
H -8.1458 9.0064 -1.4536
H -8.6987 11.3301 -0.2070
H -9.0030 11.2336 -1.9621
*
```